(1)
An isolated ion of composition C3H11ClP and charge -1, computed with the ωB97M-V functional and the def2-TZVPD basis.

Each atom is followed by the atoms it is bonded to, with distances in Å.
Atoms and positions in Å:
1 C -0.258 -0.334 -1.820  C2 1.517, H6 1.091, H7 1.091, H8 1.087
2 C -0.050 0.940 -1.023  C1 1.517, Cl3 1.825, C4 1.521, H9 1.092
3 Cl 1.654 1.517 -1.335  C2 1.825
4 C -0.324 0.857 0.471  C2 1.521, P5 1.945, H10 1.094, H11 1.097
5 P 0.246 -0.707 1.477  C4 1.945, H12 1.490, H13 1.499, H14 1.487, H15 1.480, H16 1.481
6 H -0.097 -0.150 -2.883  C1 1.091
7 H -1.278 -0.689 -1.668  C1 1.091
8 H 0.416 -1.117 -1.485  C1 1.087
9 H -0.652 1.730 -1.476  C2 1.092
10 H 0.146 1.719 0.953  C4 1.094
11 H -1.408 0.951 0.612  C4 1.097
12 H 1.131 0.140 2.325  P5 1.490
13 H -0.889 -0.472 2.427  P5 1.499
14 H -0.647 -1.555 0.643  P5 1.487
15 H 1.361 -0.929 0.529  P5 1.480
16 H 0.650 -1.902 2.253  P5 1.481

Computed properties:
* E: -922.33321 hartree
* net charge: -1

---

(2)
A 2-piece molecular cluster, C3H11N2 overall at a distorted geometry, computed with the ωB97M-V functional and the def2-TZVPD basis.

Each atom is followed by the atoms it is bonded to, with distances in Å.
Atoms and positions in Å:
1 C 1.113 2.143 -0.488  N2 1.471, H3 1.090, H4 1.088, H5 1.083
2 N -0.193 1.468 -0.561  C1 1.471, H6 1.011, H8 1.013
3 H 1.807 1.551 0.110  C1 1.090
4 H 1.037 3.129 -0.036  C1 1.088
5 H 1.535 2.232 -1.481  C1 1.083
6 H -0.598 1.464 -1.487  N2 1.011
7 H -0.196 -0.016 -0.017  N11 1.125
8 H -0.883 1.799 0.102  N2 1.013
9 C -1.278 -1.855 -0.185  N11 1.467, H12 1.088, H13 1.085, H14 1.083
10 C 0.664 -1.490 1.205  N11 1.266, H15 1.085, H16 1.084
11 N -0.115 -1.097 0.288  H7 1.125, C9 1.467, C10 1.266
12 H -2.143 -1.513 0.379  C9 1.088
13 H -1.355 -1.746 -1.262  C9 1.085
14 H -1.156 -2.913 0.010  C9 1.083
15 H 1.352 -0.780 1.651  C10 1.085
16 H 0.408 -2.377 1.773  C10 1.084

Computed properties:
* E: -230.13532 hartree
* net charge: +1

---

(3)
A 2-piece molecular cluster, C3H11N2 overall at a distorted geometry, computed with the ωB97M-V functional and the def2-TZVPD basis.

Each atom is followed by the atoms it is bonded to, with distances in Å.
Atoms and positions in Å:
1 C 1.327 0.498 0.356  N2 1.459, C3 1.529, H6 1.093, H7 1.091
2 N 1.817 -0.595 -0.476  C1 1.459, H8 1.010, H9 1.014
3 C -0.065 0.115 0.861  C1 1.529, N4 1.439, H10 1.096, H11 1.107
4 N -0.871 0.365 -0.305  C3 1.439, C5 1.475, H12 1.021
5 C -2.187 -0.300 -0.277  N4 1.475, H14 1.099, H15 1.092, H16 1.115
6 H 1.905 0.795 1.236  C1 1.093
7 H 1.193 1.414 -0.220  C1 1.091
8 H 2.719 -0.914 -0.153  N2 1.010
9 H 1.816 -0.284 -1.440  N2 1.014
10 H -0.079 -0.922 1.214  C3 1.096
11 H -0.378 0.649 1.778  C3 1.107
12 H -1.118 1.322 -0.563  N4 1.021
13 H 0.031 -0.740 -0.975  no bonds
14 H -2.861 0.077 -1.058  C5 1.099
15 H -2.210 -1.389 -0.367  C5 1.092
16 H -2.841 -0.036 0.586  C5 1.115

Computed properties:
* E: -230.05457 hartree
* net charge: +1

---

(4)
An isolated ion of composition C3H11N2 and charge +1 at a distorted geometry, computed with the ωB97M-V functional and the def2-TZVPD basis.

Each atom is followed by the atoms it is bonded to, with distances in Å.
Atoms and positions in Å:
1 C 0.524 1.371 -0.415  C3 1.551, H6 1.064, H7 1.116, H8 1.141
2 C -1.421 -0.108 0.494  C3 1.630, H9 1.068, H10 1.081, H11 1.034
3 C 0.189 0.021 0.273  C1 1.551, C2 1.630, N4 1.334, N5 1.828
4 N 0.874 -0.389 1.341  C3 1.334, H12 1.095, H13 1.074
5 N 0.464 -1.151 -1.103  C3 1.828, H14 0.977, H15 1.041, H16 1.057
6 H 1.561 1.366 -0.653  C1 1.064
7 H 0.111 1.600 -1.425  C1 1.116
8 H 0.091 2.213 0.223  C1 1.141
9 H -1.736 -0.852 1.193  C2 1.068
10 H -1.927 -0.132 -0.460  C2 1.081
11 H -1.550 0.744 1.066  C2 1.034
12 H 0.285 -1.026 2.010  N4 1.095
13 H 1.935 -0.245 1.429  N4 1.074
14 H 1.233 -0.941 -1.669  N5 0.977
15 H -0.491 -1.125 -1.516  N5 1.041
16 H 0.393 -2.185 -0.901  N5 1.057

Computed properties:
* structure (SMILES): CC(C)(N)[NH3+]
* E: -230.12656 hartree
* net charge: +1

---

How do the records compare in E_HOMO? In the order shown, they have -2.990, -14.438, -15.254, -14.841 eV.
How do the records compare in HOMO-LUMO gap? In the order shown, they have 6.697, 9.991, 10.505, 11.570 eV.
How do the records compare in relative energy (zero: lowest compared OMol25 entry of this formula, charge and spin)? In the order shown, they have 1.5, 29.5, 80.2, 35.0 kcal per mole.